{"formula": "C9H21F3N3O3Pt", "method": "ωB97M-V/def2-TZVPD", "elements": ["Pt", "F", "F", "F", "O", "O", "O", "N", "N", "N", "C", "C", "C", "C", "C", "C", "C", "C", "C", "H", "H", "H", "H", "H", "H", "H", "H", "H", "H", "H", "H", "H", "H", "H", "H", "H", "H", "H", "H", "H"], "positions_angstrom": [[2.138, -0.563, -1.114], [3.028, -2.330, -0.297], [1.631, -0.955, -3.193], [3.981, 0.460, -0.835], [1.460, -0.420, 1.171], [1.066, 1.454, -1.404], [-0.084, -1.505, -0.981], [-2.351, -1.474, -0.963], [2.610, -0.603, 3.101], [-0.954, 2.344, -1.934], [3.892, -0.466, 2.441], [-1.247, 2.890, -0.640], [-1.132, -1.945, -1.361], [2.541, -0.835, 4.526], [0.206, 1.683, -2.218], [-2.423, -0.546, 0.131], [-3.599, -2.117, -1.311], [-2.007, 2.459, -2.916], [1.482, -0.593, 2.364], [-1.464, -0.033, 0.217], [-2.064, 3.512, -3.226], [-0.422, 2.711, 0.047], [3.718, -0.227, 1.385], [0.548, -0.715, 2.948], [-3.206, 0.200, -0.029], [-2.158, 2.466, -0.203], [-1.426, 3.971, -0.699], [0.276, 1.464, -3.293], [-3.919, -2.831, -0.545], [4.407, -1.428, 2.387], [-1.204, -2.644, -2.214], [3.468, -0.581, 5.027], [-3.470, -2.669, -2.243], [-2.634, -1.011, 1.103], [4.498, 0.338, 2.858], [-4.349, -1.340, -1.458], [-1.843, 1.891, -3.830], [1.691, -0.283, 4.941], [2.288, -1.878, 4.769], [-2.973, 2.148, -2.511]], "mulliken_spin": [1.575, 0.094, 0.079, 0.100, 0.037, 0.023, 0.028, 0.002, -0.003, 0.005, 0.006, 0.002, 0.011, 0.001, 0.025, 0.000, 0.000, 0.000, 0.012, 0.001, 0.000, 0.000, 0.001, 0.001, 0.000, 0.000, -0.001, 0.001, 0.000, 0.000, 0.000, 0.000, 0.000, 0.000, 0.000, 0.000, 0.000, 0.000, 0.000, 0.000], "s_squared": 2.0042, "homo_lumo_gap_ev": [5.2438, 5.9268], "homo_energy_ev": [-2.793, -3.478], "spin_multiplicity": 3, "charge": -1}

---

{"formula": "C9H21F5GaIO3P2Te", "method": "ωB97M-V/def2-TZVPD", "elements": ["I", "Te", "Ga", "P", "P", "F", "F", "F", "F", "F", "O", "O", "O", "C", "C", "C", "C", "C", "C", "C", "C", "C", "H", "H", "H", "H", "H", "H", "H", "H", "H", "H", "H", "H", "H", "H", "H", "H", "H", "H", "H", "H", "H"], "positions_angstrom": [[1.075, 0.605, 2.949], [-2.218, -1.707, 3.498], [0.263, 0.341, -0.007], [-0.656, 2.419, 0.119], [0.698, -2.556, 0.240], [-1.663, -0.772, 5.154], [-3.450, -2.496, 4.711], [-3.136, -2.960, 2.278], [-0.993, -3.190, 3.967], [-3.572, -0.285, 3.111], [-0.288, -1.461, 0.629], [-1.383, -0.532, -2.312], [-2.789, -0.886, -0.110], [0.766, 0.257, -3.059], [-2.392, 2.524, 0.572], [-0.311, -0.049, -2.065], [-1.888, -0.162, -0.151], [2.048, -2.506, 1.393], [0.282, 3.373, 1.329], [-0.439, 3.266, -1.464], [1.421, -2.800, -1.406], [-0.429, -3.903, 0.459], [0.617, 3.256, -1.749], [0.043, -4.838, 0.162], [-0.118, 3.162, 2.318], [-3.020, 2.051, -0.188], [1.600, -0.423, -2.867], [2.655, -3.388, 1.158], [2.664, -1.609, 1.300], [1.319, 3.032, 1.300], [0.223, 4.437, 1.093], [-1.273, -3.706, -0.210], [-2.620, 3.592, 0.631], [0.447, 0.141, -4.119], [-0.788, -3.886, 1.505], [1.105, 1.281, -2.896], [-1.036, 2.809, -2.256], [-2.565, 2.039, 1.532], [2.276, -2.158, -1.632], [-0.764, 4.295, -1.285], [1.655, -2.573, 2.405], [1.810, -3.830, -1.328], [0.708, -2.785, -2.235]], "mulliken_charge": [0.298, 1.965, 0.112, 1.111, 0.914, -0.373, -0.318, -0.406, -0.411, -0.412, -0.193, -0.458, -0.183, -1.078, -1.275, 0.704, 0.331, -1.152, -1.491, -1.377, -1.346, -1.147, 0.363, 0.480, 0.362, 0.423, 0.239, 0.431, 0.406, 0.433, 0.481, 0.362, 0.487, 0.378, 0.296, 0.260, 0.367, 0.382, 0.344, 0.522, 0.282, 0.521, 0.365], "homo_lumo_gap_ev": [4.7448, 4.6880], "homo_energy_ev": [-15.567, -15.554], "charge": 2}

---

{"formula": "C9H21I2O3P2Tl", "method": "ωB97M-V/def2-TZVPD", "elements": ["Tl", "I", "I", "P", "P", "O", "O", "O", "C", "C", "C", "C", "C", "C", "C", "C", "C", "H", "H", "H", "H", "H", "H", "H", "H", "H", "H", "H", "H", "H", "H", "H", "H", "H", "H", "H", "H", "H"], "positions_angstrom": [[-0.034, -0.652, -0.185], [-0.013, 1.076, -5.976], [-0.014, -1.567, -5.657], [2.631, 0.046, 0.189], [-2.692, 0.022, 0.151], [-0.139, 1.776, 1.834], [0.429, -0.087, 2.968], [-0.006, 0.315, -2.908], [3.547, -0.108, -1.380], [-3.369, 1.542, 0.910], [0.212, 0.617, 1.868], [0.218, 0.634, 4.201], [3.350, -1.276, 1.230], [0.101, 1.117, -2.103], [-3.479, -1.282, 1.167], [3.353, 1.552, 0.942], [-3.574, -0.089, -1.439], [4.426, 1.370, 1.113], [0.331, -0.100, 4.986], [0.963, 1.421, 4.320], [4.623, -0.080, -1.159], [-4.434, 1.375, 1.138], [-3.311, -1.033, -1.937], [2.820, -1.321, 2.193], [-4.543, -1.038, 1.291], [2.859, 1.785, 1.900], [3.277, 0.728, -2.039], [3.287, -1.061, -1.863], [-4.654, -0.053, -1.245], [3.209, 2.398, 0.249], [-0.777, 1.071, 4.241], [-2.998, -1.321, 2.155], [-3.365, -2.255, 0.670], [-2.814, 1.779, 1.832], [-3.247, 2.380, 0.205], [4.411, -1.048, 1.405], [-3.278, 0.756, -2.075], [3.250, -2.241, 0.716]], "mulliken_charge": [0.922, -0.021, -0.022, 0.584, 0.581, -0.310, -0.168, 0.045, -1.136, -1.124, 0.101, -0.722, -1.123, 0.057, -1.192, -1.141, -1.110, 0.444, 0.265, 0.319, 0.401, 0.428, 0.379, 0.315, 0.412, 0.335, 0.395, 0.382, 0.394, 0.365, 0.331, 0.357, 0.382, 0.324, 0.372, 0.402, 0.391, 0.387], "homo_lumo_gap_ev": [4.3540, 4.1360], "homo_energy_ev": [-13.740, -13.740], "charge": 2}

---

{"formula": "C9H21IIrNO4P2", "method": "ωB97M-V/def2-TZVPD", "elements": ["Ir", "I", "P", "P", "O", "O", "O", "O", "N", "C", "C", "C", "C", "C", "C", "C", "C", "C", "H", "H", "H", "H", "H", "H", "H", "H", "H", "H", "H", "H", "H", "H", "H", "H", "H", "H", "H", "H", "H"], "positions_angstrom": [[1.121, 1.036, 0.598], [-2.024, -2.478, -1.835], [-0.421, 2.312, -0.687], [1.731, -1.082, 1.402], [0.146, 2.029, 3.246], [2.962, 1.670, -0.189], [-4.441, -3.163, -0.439], [2.074, 3.187, 1.080], [3.105, 2.779, 0.515], [0.215, 1.462, 2.211], [-4.333, -4.409, -2.570], [2.025, -1.048, 3.224], [0.974, -2.701, 1.057], [3.460, -1.268, 0.779], [-3.911, -3.462, -1.474], [-1.829, 1.690, -1.645], [0.650, 3.116, -1.953], [-1.045, 3.750, 0.267], [-1.789, 3.399, 0.998], [1.632, -3.502, 1.461], [-1.506, 0.865, -2.304], [4.079, -0.403, 1.053], [-0.185, 4.229, 0.767], [-2.598, 1.339, -0.935], [-3.630, -5.244, -2.679], [-2.231, 2.524, -2.257], [-5.293, -4.846, -2.275], [1.056, -1.032, 3.746], [0.054, 3.817, -2.549], [1.471, 3.680, -1.486], [-1.519, 4.469, -0.421], [-4.507, -3.883, -3.517], [0.850, -2.832, -0.034], [2.590, -1.939, 3.547], [3.935, -2.172, 1.183], [2.617, -0.160, 3.497], [3.464, -1.367, -0.313], [1.057, 2.363, -2.638], [-0.007, -2.726, 1.565]], "mulliken_spin": [2.205, 0.638, 0.434, 0.266, 0.091, 0.262, 0.399, 0.256, 0.032, 0.192, 0.042, 0.023, 0.033, 0.033, -0.077, 0.029, 0.021, 0.014, -0.001, 0.016, 0.013, -0.004, -0.002, 0.002, 0.001, 0.012, 0.001, 0.000, 0.018, -0.002, 0.010, 0.000, 0.007, 0.010, 0.021, -0.001, 0.001, 0.004, 0.001], "s_squared": 8.7856, "homo_lumo_gap_ev": [7.7519, 5.9092], "homo_energy_ev": [-17.760, -20.200], "spin_multiplicity": 6, "charge": 3}

---

{"formula": "C9H21InLaOPS", "method": "ωB97M-V/def2-TZVPD", "elements": ["La", "In", "S", "P", "O", "C", "C", "C", "C", "C", "C", "C", "C", "C", "H", "H", "H", "H", "H", "H", "H", "H", "H", "H", "H", "H", "H", "H", "H", "H", "H", "H", "H", "H", "H"], "positions_angstrom": [[-2.800, 1.373, -3.116], [0.836, 0.047, -0.501], [-0.475, -0.686, -4.194], [-0.760, 0.315, -2.548], [-2.167, -0.782, -0.098], [-2.631, 0.076, 0.927], [2.960, 0.228, -1.162], [1.150, 1.299, 2.268], [-3.036, 1.376, 0.250], [3.020, -1.745, 0.240], [-1.407, -1.942, 0.249], [0.600, 1.728, 0.923], [0.075, -1.759, 0.535], [3.643, -0.972, -0.709], [2.842, -2.799, 0.079], [-1.889, 0.213, 1.712], [4.627, -1.238, -1.074], [-3.041, 2.229, 0.917], [-2.189, -0.142, -2.075], [1.211, 2.521, 0.499], [-1.528, -2.619, -0.590], [-4.030, 1.265, -0.193], [0.359, -1.713, 1.580], [3.375, 1.152, -0.751], [2.168, 0.927, 2.170], [-0.427, 2.068, 0.968], [-2.317, 1.565, -0.570], [2.683, -1.331, 1.183], [-0.865, 1.858, -3.012], [1.151, 2.117, 2.984], [0.565, -2.645, 0.148], [0.583, 0.470, 2.687], [-1.862, -2.411, 1.124], [3.086, 0.332, -2.237], [-3.510, -0.376, 1.385]], "mulliken_charge": [1.307, 0.838, -0.269, -0.147, -0.249, -0.245, -1.069, -1.119, -0.773, -0.969, -1.005, -0.611, -0.768, 0.109, 0.330, 0.259, 0.451, 0.436, 0.212, 0.534, 0.363, 0.300, 0.588, 0.414, 0.252, 0.183, -0.213, 0.510, 0.061, 0.381, 0.405, 0.264, 0.350, 0.483, 0.410], "homo_lumo_gap_ev": 3.0595, "homo_energy_ev": -13.321, "charge": 2}

---

{"formula": "C9H21N2", "method": "ωB97M-V/def2-TZVPD", "elements": ["N", "N", "C", "C", "C", "C", "C", "C", "C", "C", "C", "H", "H", "H", "H", "H", "H", "H", "H", "H", "H", "H", "H", "H", "H", "H", "H", "H", "H", "H", "H", "H"], "positions_angstrom": [[-1.309, -0.583, 2.184], [0.012, -0.701, 1.571], [1.852, -2.468, 1.365], [-1.066, 0.560, -0.801], [-1.370, -0.670, -1.604], [1.332, 0.364, -1.574], [1.032, -1.508, 2.235], [0.182, 1.268, -1.100], [1.097, -0.059, 2.189], [-2.091, 1.031, 0.054], [-0.201, 2.410, -2.126], [-1.135, -0.450, -2.770], [-0.727, -1.360, -1.304], [-1.328, 2.355, -2.077], [2.133, 0.994, -1.925], [-2.083, 2.165, 0.400], [1.800, -0.262, -0.869], [1.858, 0.562, 1.533], [-1.976, -1.343, 2.069], [0.155, 1.963, -3.045], [-1.724, 0.355, 1.117], [0.610, -2.086, 3.167], [2.168, -3.192, 2.021], [0.273, 3.281, -1.802], [-2.395, -0.927, -1.346], [-1.147, -0.107, 3.024], [1.010, -0.300, -2.237], [1.393, -2.871, 0.417], [0.906, 0.459, 3.014], [2.733, -1.870, 0.973], [0.685, 1.899, -0.338], [-3.115, 1.012, -0.260]], "mulliken_charge": [-0.571, 0.170, -1.295, 0.796, -1.482, -1.884, 0.351, 0.959, -0.789, -1.399, -1.311, 0.283, 0.431, 0.330, 0.479, 0.303, 0.268, 0.090, 0.305, 0.363, 0.402, 0.294, 0.461, 0.390, 0.436, 0.249, 0.556, 0.241, 0.391, 0.274, 0.363, 0.544], "homo_lumo_gap_ev": 9.2017, "homo_energy_ev": -13.159, "charge": 1}